Below is the molecule C9H11P, with properties calculated with the ωB97M-V functional and the def2-TZVPD basis.

Results
Total charge: 0
Frontier orbital gap in eV: 8.3
Relative energy (zero: lowest compared OMol25 entry of this formula, charge and spin) in kJ/mol: 242.7
LUMO level in eV: 0.12
SMILES: CP1/C2=C/C=C\C=C/C[C@H]21
Energy in Ha: -690.72784
E_HOMO in eV: -8.2

Element x y z (Å)
C  3.27  0.35  0.82
P  2.34  -0.08  -0.75
C  0.92  0.90  -0.27
C  -0.03  1.80  -0.31
C  -1.44  1.67  -0.05
C  -2.40  0.79  0.00
C  -2.46  -0.62  -0.02
C  -1.58  -1.59  -0.29
C  -0.17  -1.61  -0.84
C  0.78  -0.79  -0.05
H  3.92  -0.46  1.01
H  2.36  0.43  1.39
H  3.87  1.21  0.80
H  0.27  2.81  -0.31
H  -1.85  2.71  -0.09
H  -3.40  1.13  0.21
H  -3.42  -1.10  0.37
H  -2.05  -2.54  -0.14
H  0.14  -2.62  -0.63
H  -0.01  -1.39  -1.90
H  0.94  -0.99  1.05

Results of the Löwdin charge analysis, in e, for atoms 1 through 6:
1. C -0.280
2. P 0.940
3. C -0.326
4. C -0.135
5. C -0.102
6. C -0.126


Below is the molecule C9H11P, with properties calculated with the ωB97M-V functional and the def2-TZVPD basis.

Results
Total charge: 0
Frontier orbital gap (spin up / spin down) in eV: 7.0 / 8.5
Relative energy (zero: lowest compared OMol25 entry of this formula, charge and spin) in kJ/mol: 269.7
LUMO level (spin up / spin down) in eV: -0.52 / 0.45
SMILES: CC(C)=Pc1ccccc1
Energy in Ha: -690.71753
E_HOMO (spin up / spin down) in eV: -7.5 / -8.0

Element x y z (Å)
C  3.52  0.52  -0.11
C  2.04  0.12  -0.21
C  1.45  -1.23  -0.17
P  0.79  1.99  0.07
C  -0.78  1.05  0.15
C  -1.31  0.50  1.35
C  -2.42  -0.33  1.30
C  -3.08  -0.59  0.08
C  -2.60  -0.02  -1.07
C  -1.39  0.70  -1.03
H  3.58  1.60  -0.06
H  4.13  0.02  0.80
H  3.96  0.05  -0.98
H  1.12  -1.31  -1.15
H  0.53  -1.52  0.54
H  2.42  -1.82  0.02
H  -0.99  0.82  2.34
H  -2.90  -0.65  2.13
H  -4.06  -1.00  0.10
H  -2.96  -0.04  -2.07
H  -1.04  1.14  -2.03

Results of the Löwdin charge analysis, in e, for atoms 1 through 6:
1. C -0.190
2. C -0.363
3. C -0.149
4. P 0.940
5. C -0.613
6. C -0.122


Below is the ion C9H12BrFN3 with charge +1, with properties calculated with the ωB97M-V functional and the def2-TZVPD basis.

Results
Total charge: +1
Frontier orbital gap in eV: 9.2
Relative energy (zero: lowest compared OMol25 entry of this formula, charge and spin) in kJ/mol: 154.0
LUMO level in eV: -3.04
SMILES: C=C/C=C(Br)\C=C(\F)[NH+]=C1NCCN1
Energy in Ha: -3187.96102
E_HOMO in eV: -12.2

Element x y z (Å)
C  -1.88  2.95  -0.45
C  -3.00  2.36  -0.85
C  -3.18  0.93  -0.96
C  -2.63  0.11  -0.09
Br  -3.15  -1.82  0.01
C  -1.88  0.58  1.12
C  -0.55  0.43  1.12
F  0.18  0.66  2.20
N  0.10  -0.24  0.09
C  1.27  -0.88  0.10
N  1.59  -1.76  -0.89
C  3.08  -1.87  -0.87
C  3.43  -1.44  0.59
N  2.18  -0.69  1.02
H  -1.83  3.99  -0.40
H  -0.95  2.40  -0.27
H  -3.89  2.84  -0.83
H  -3.82  0.53  -1.64
H  -2.56  0.63  1.98
H  -0.42  -0.41  -0.79
H  1.08  -1.91  -1.67
H  3.57  -1.01  -1.48
H  3.32  -2.91  -1.00
H  3.43  -2.35  1.30
H  4.44  -0.97  0.80
H  2.07  -0.15  1.87

Results of the Löwdin charge analysis, in e, for atoms 1 through 6:
1. C 0.053
2. C -0.130
3. C -0.128
4. C -0.623
5. Br 0.671
6. C -0.060